DFT (the ωB97M-V functional and the def2-TZVPD basis) results for C53H61AsF3GaN7 as an isolated structure.

Element x y z (Å)
Ga1 -0.27753 0.81731 -0.58075
C1 0.56808 3.44452 1.74916
N1 0.09223 4.12483 0.54966
C2 -0.98651 5.09049 0.72441
C3 0.53439 3.78061 -0.67895
N2 0.72276 2.50525 -0.99421
C4 1.79663 2.17820 -1.88031
C5 3.03706 2.68668 -1.57463
C6 4.15268 2.42308 -2.37923
C7 4.00461 1.67327 -3.50775
C8 2.74754 1.13433 -3.86357
C9 2.61754 0.39652 -5.06042
C10 1.41781 -0.14214 -5.41378
C11 0.30614 0.01215 -4.57523
C12 0.36710 0.74120 -3.40923
N3 -0.76148 0.75839 -2.54167
C13 -2.01712 0.68921 -2.97489
N4 -2.46597 1.22689 -4.12998
C14 -3.61846 0.68695 -4.83657
C15 -1.82163 2.32532 -4.82156
N5 -2.94766 0.04505 -2.22673
C16 -2.64932 -1.16888 -1.47839
C17 -4.21903 0.66726 -1.89147
C18 1.61012 1.34546 -3.02477
N6 0.76024 4.80087 -1.54272
C19 1.29362 6.07725 -1.09383
C20 0.73886 4.65855 -2.98387
H1 1.22603 4.11736 2.30777
H2 1.12991 2.54950 1.49170
H3 -0.26186 3.15881 2.38732
H4 -1.06628 5.33535 1.78047
H5 -1.93311 4.65315 0.39507
H6 -0.82208 6.01581 0.17598
H7 3.13965 3.29482 -0.68410
H8 5.11775 2.82470 -2.09979
H9 4.85036 1.47852 -4.15499
H10 3.48921 0.25557 -5.68647
H11 1.31247 -0.69966 -6.33514
H12 -0.61864 -0.49025 -4.82921
H13 -3.94563 -0.24572 -4.38784
H14 -3.33529 0.49630 -5.87416
H15 -4.44702 1.39804 -4.83866
H16 -1.18813 2.88007 -4.14019
H17 -2.59453 2.99462 -5.20184
H18 -1.21232 1.97924 -5.65946
H19 -1.66032 -1.54780 -1.73664
H20 -3.38671 -1.93188 -1.73906
H21 -2.70242 -1.00166 -0.40173
H22 -4.36069 1.58764 -2.45184
H23 -4.22045 0.90588 -0.82427
H24 -5.05484 -0.00566 -2.09410
H25 1.48993 6.05769 -0.02564
H26 0.60486 6.89176 -1.32887
H27 2.23350 6.26544 -1.61921
H28 0.21724 3.75282 -3.26392
H29 1.74726 4.62152 -3.40458
H30 0.21244 5.51582 -3.40893
C21 3.91713 -4.80316 4.78873
C22 2.99185 -4.04501 3.87896
C23 1.87846 -3.37362 4.36375
C24 1.00303 -2.70643 3.51692
C25 -0.17982 -1.99925 4.13396
C26 1.22322 -2.71986 2.13071
As1 -0.19345 -1.95809 0.97848
N7 0.79246 -0.59107 0.04609
C27 1.92779 -0.10512 0.76604
C28 3.17172 -0.04492 0.13842
C29 4.29968 0.36382 0.83348
C30 4.20895 0.71629 2.17221
C31 2.97533 0.68188 2.80545
C32 1.84704 0.28519 2.10653
C33 -0.42798 -3.54713 -0.22859
C34 -1.09951 -4.61147 0.41078
C35 -1.47956 -4.57548 1.86986
C36 -1.43201 -5.75817 -0.29865
C37 -1.15298 -5.89658 -1.64921
C38 -1.55390 -7.13035 -2.40954
C39 -0.50332 -4.84568 -2.27338
C40 -0.12852 -3.68959 -1.59237
C41 0.63415 -2.67918 -2.40772
C42 2.36093 -3.37003 1.63094
C43 2.68393 -3.44964 0.16327
C44 3.22756 -4.00588 2.51202
H31 3.59345 -4.74069 5.82633
H32 4.93278 -4.41102 4.71865
H33 3.95091 -5.85476 4.50072
H34 1.67984 -3.37651 5.43002
H35 -0.03746 -1.88628 5.20769
H36 -1.10156 -2.56203 3.97362
H37 -0.31385 -1.01087 3.69360
H38 3.24861 -0.34966 -0.89942
H39 5.25770 0.39073 0.32854
H40 5.09593 1.01126 2.71755
H41 2.89079 0.95812 3.84918
H42 0.87562 0.27678 2.59107
H43 -2.04793 -3.67022 2.09991
H44 -0.59141 -4.59364 2.50073
H45 -2.09277 -5.43795 2.12339
H46 -1.92561 -6.57123 0.22238
H47 -1.88816 -7.91348 -1.73108
H48 -0.72079 -7.51459 -2.99854
H49 -2.37107 -6.90362 -3.09696
H50 -0.26775 -4.92275 -3.33057
H51 0.24958 -2.65366 -3.42747
H52 1.68766 -2.96314 -2.47509
H53 0.59426 -1.68600 -1.97977
H54 2.26311 -2.61034 -0.38070
H55 2.27756 -4.37275 -0.25656
H56 3.76407 -3.45483 0.01456
H57 4.10410 -4.50418 2.11049
F1 -2.77771 3.30606 7.52341
C45 -3.92534 3.17062 6.82445
F2 -4.55572 4.35511 6.86234
F3 -4.68262 2.28553 7.49505
C46 -3.63839 2.71835 5.42155
C47 -3.00604 1.49365 5.24353
C48 -2.64329 1.09325 3.97248
C49 -2.89566 1.92296 2.87519
C50 -3.58988 3.11965 3.05998
C51 -3.96243 3.51461 4.33395
C52 -2.33315 1.58099 1.60580
C53 -1.78728 1.34531 0.54842
H58 -2.79546 0.86436 6.09826
H59 -2.14487 0.14596 3.81510
H60 -3.82614 3.74252 2.20745
H61 -4.49877 4.44043 4.48720

Results
Total charge ... +1
E_HOMO ... -9.7 eV
Total energy ... -6899.52645 Eh

Atom charges from the Mulliken analysis, given in e for atoms 1 to 99:
1. Ga -1.9120
2. C -0.6168
3. N 0.6240
4. C -1.0517
5. C -0.1309
6. N 0.8690
7. C 0.2685
8. C -0.4133
9. C -1.4574
10. C -1.0257
11. C 1.4309
12. C -1.2267
13. C -1.0950
14. C -0.1826
15. C 0.0418
16. N 0.9932
17. C 0.4848
18. N 0.4545
19. C -1.2507
20. C -0.7758
21. N 0.3882
22. C -0.8732
23. C -0.9186
24. C -0.2746
25. N 0.5294
26. C -1.3702
27. C -0.4961
28. H 0.4813
29. H 0.0059
30. H 0.0635
31. H 0.4209
32. H 0.2144
33. H 0.3765
34. H 0.6139
35. H 0.4636
36. H 0.4649
37. H 0.4945
38. H 0.4480
39. H 0.6631
40. H 0.3934
41. H 0.3902
42. H 0.3869
43. H -0.1566
44. H 0.4640
45. H 0.3057
46. H -0.0679
47. H 0.6841
48. H 0.2394
49. H 0.3979
50. H 0.1354
51. H 0.2624
52. H 0.4107
53. H 0.4054
54. H 0.3651
55. H -0.2605
56. H 0.2687
57. H 0.5152
58. C -1.7100
59. C 0.6183
60. C -0.9032
61. C 0.4205
62. C -0.8541
63. C 1.1132
64. As 1.8767
65. N 0.7398
66. C 1.3058
67. C -0.6123
68. C -0.9589
69. C -1.1505
70. C -0.8952
71. C -0.8493
72. C 0.8660
73. C -0.0208
74. C -1.4406
75. C -1.0789
76. C 0.3510
77. C -1.5700
78. C -1.0181
79. C 0.4520
80. C -0.9737
81. C 0.5494
82. C -0.9611
83. C -0.9303
84. H 0.3935
85. H 0.3534
86. H 0.3475
87. H 0.3563
88. H 0.4417
89. H 0.2285
90. H -0.4627
91. H 0.6198
92. H 0.5138
93. H 0.4328
94. H 0.5372
95. H 0.3910
96. H 0.1879
97. H 0.2336
98. H 0.4871
99. H 0.3286